This record from the OMol25 dataset describes a molecular structure, H18O9 at a distorted geometry. The level of theory is ωB97M-V with the def2-TZVPD basis set.

```
27
Properties=species:S:1:pos:R:3:forces:R:3:lowdin_charge:R:1
O 31.426000 40.255000 28.441000 1.40 0.95 2.38 -0.0917
H 32.032000 39.734000 29.010000 -0.12 -1.07 -0.86 0.0272
H 29.545000 42.323000 26.406000 -7.34 1.28 -0.72 0.0013
H 31.005000 42.842000 27.449000 1.06 3.52 2.62 -0.0743
H 29.534000 38.236000 26.648000 2.38 -0.33 1.28 0.1061
H 34.211000 38.227000 29.476000 -1.67 -0.34 0.30 0.1072
H 31.519000 41.006000 29.111000 -1.15 0.08 -1.35 0.0546
H 31.407000 42.971000 29.084000 -0.74 2.44 -3.17 -0.0242
H 32.201000 42.221000 30.836000 -0.16 1.55 -1.24 0.0708
H 30.984000 41.759000 31.015000 -3.78 -4.26 3.67 -0.0060
O 30.439000 37.958000 27.030000 -1.11 1.64 0.04 -0.1190
O 30.400000 42.232000 26.477000 6.15 -3.86 -0.63 0.0850
O 31.251000 43.544000 28.218000 0.80 -2.66 1.38 -0.2154
O 33.252000 38.146000 29.744000 1.70 1.49 -3.45 -0.0189
O 31.255000 42.381000 30.458000 4.07 1.98 -0.95 -0.0401
H 33.279000 37.958000 30.632000 0.05 -0.72 3.48 0.0213
H 34.322000 42.920000 31.089000 -0.76 -1.38 -0.25 0.1143
H 30.495000 41.464000 27.091000 0.02 0.08 -0.98 0.0799
H 34.003000 40.754000 28.183000 1.33 1.10 1.60 0.1236
H 32.073000 36.863000 29.103000 0.18 -1.77 -0.98 -0.0158
H 30.853000 38.693000 27.601000 -1.56 -1.09 -1.52 0.0402
O 34.586000 41.177000 28.908000 -2.03 -0.68 -2.65 -0.0295
H 31.103000 36.659000 27.950000 2.41 -2.36 1.21 0.0584
H 35.284000 40.573000 29.075000 1.17 -0.94 -0.06 0.0428
O 33.833000 42.056000 31.065000 -0.78 3.11 4.11 -0.0333
O 31.872000 36.104000 28.476000 -2.63 3.50 -0.46 -0.1814
H 34.115000 41.563000 30.349000 1.10 -1.26 -2.79 -0.0833
```
Positions in Å, forces in eV/Å.

## Properties
energy relative to the best compared isomer or geometry (same formula, charge and spin)	5.275	eV
HOMO level	-0.32646	Ha
charge	0
LUMO level	-0.53	eV

***

This record from the OMol25 dataset describes 9 unconnected molecules or ions with the total composition H18O9. The level of theory is ωB97M-V with the def2-TZVPD basis set.

```
27
Properties=species:S:1:pos:R:3:forces:R:3:lowdin_charge:R:1
H 4.015180 13.531880 -4.556610 0.16 0.12 -0.12 0.0231
H -0.763530 15.094080 -8.191630 0.06 0.00 0.27 0.0232
H -4.131190 19.684970 -3.999230 0.04 -0.24 0.11 0.0254
O -1.577440 15.936890 -4.097260 -0.21 0.15 -0.04 -0.0525
H 2.254270 19.196670 -3.550150 -0.01 -0.18 -0.26 0.0149
O -6.157480 16.011880 -5.257860 -0.24 0.06 0.03 -0.0508
H -5.897190 15.702300 -6.125410 0.04 -0.07 -0.20 0.0247
H 2.622710 13.190830 -4.070170 -0.27 0.01 0.06 0.0255
O -3.396790 12.439870 -5.209720 0.03 0.22 0.16 -0.0530
H -1.532400 15.005910 -3.879330 -0.10 -0.29 0.05 0.0251
H -4.037350 20.715930 -5.103870 0.06 0.07 -0.22 0.0265
H -1.768160 15.311780 -9.303020 -0.22 0.07 -0.08 0.0286
H 2.950160 16.902170 -6.119890 0.24 -0.10 -0.01 0.0301
O -4.355130 20.591530 -4.209570 -0.10 0.18 0.11 -0.0520
O 2.057120 19.529820 -2.674730 -0.14 -0.04 0.13 -0.0510
H 0.178770 11.233190 -0.321980 0.07 -0.18 0.16 0.0286
H -3.963450 12.310410 -5.970230 -0.19 -0.02 -0.16 0.0279
O 0.040150 11.805710 -1.076460 0.04 -0.01 -0.26 -0.0545
H 1.859430 17.784500 -6.688840 -0.10 0.17 -0.21 0.0334
H -0.420610 12.565210 -0.719940 -0.12 0.21 0.08 0.0268
O 2.023110 17.118880 -6.020710 -0.18 -0.06 0.26 -0.0500
O -0.868370 15.028450 -9.140800 0.16 -0.06 -0.16 -0.0527
H -2.692800 11.801390 -5.323530 0.20 -0.19 0.02 0.0295
H -0.707780 16.145890 -4.438210 0.29 0.15 -0.07 0.0192
H 2.737820 20.181550 -2.507040 0.15 0.18 0.10 0.0287
O 3.537110 12.916440 -4.000800 0.11 -0.15 0.08 -0.0495
H -5.332090 16.131660 -4.788170 0.24 0.00 0.18 0.0249
```
Positions in Å, forces in eV/Å.

## Properties
SMILES string	O.O.O.O.O.O.O.O.O
energy relative to the best compared isomer or geometry (same formula, charge and spin)	3.143	eV
HOMO level	-0.41855	Ha
charge	0
LUMO level	-0.15	eV

***

This record from the OMol25 dataset describes 9 unconnected molecules or ions with the total composition H18O9 at a distorted geometry. The level of theory is ωB97M-V with the def2-TZVPD basis set.

```
27
Properties=species:S:1:pos:R:3:forces:R:3:lowdin_charge:R:1
H -3.842025 1.726853 -0.516017 -0.54 -0.18 0.08 0.0869
H -1.280393 -0.717808 0.302873 -0.13 -0.99 -0.62 0.0502
H 2.298064 -2.992613 -1.445719 -0.72 0.57 -0.28 0.0444
O -0.628580 -0.956147 -0.391102 -1.99 -0.31 0.67 -0.0394
H 3.807362 -2.023892 0.077075 0.29 -0.05 1.89 0.0050
O -4.966020 0.951348 -2.097684 -1.96 1.26 -6.32 -0.0835
H -2.742298 0.957363 -0.970335 4.26 0.03 -1.46 -0.0063
O 0.920151 -1.347407 2.099175 -1.72 2.86 0.25 -0.0679
H 0.762430 -0.356087 1.882711 0.71 -2.77 0.57 0.0762
O 3.943599 -2.048074 -0.840877 4.53 -0.45 -2.42 -0.0944
O -4.133720 -1.120061 2.123031 -0.11 -2.23 0.44 -0.0823
H -0.091365 -0.207127 -0.267995 1.84 1.34 -0.38 -0.0060
H 0.962333 -2.060096 -1.724981 1.95 -0.75 0.76 0.0677
H -3.858118 -1.995792 2.540998 -0.36 2.03 -0.75 0.0757
O 1.930055 -2.093624 -1.427163 -3.85 0.26 -1.10 -0.1396
H 3.043436 1.784423 -0.740206 -1.04 -1.63 -0.36 -0.0092
H -4.131154 0.616294 -2.508133 -1.57 0.61 0.28 0.0751
O -3.563154 0.813227 -0.636681 0.60 -0.03 5.54 -0.0542
H -3.517927 -0.448708 2.394415 0.47 0.18 0.32 0.0061
O 2.165106 3.539263 1.271888 1.61 0.51 2.68 -0.0412
H 2.191220 2.815527 1.915384 -0.23 0.34 -0.34 0.0410
H 4.219889 2.506313 -0.278937 -1.97 1.07 -1.30 0.0974
H -5.028952 0.396166 -1.377279 -0.70 -1.71 1.89 -0.0174
H 4.917021 -2.230574 -1.073501 -2.09 0.45 1.22 0.1062
O 3.354094 2.663468 -0.805686 3.31 0.22 0.86 -0.0790
H 1.477383 3.381664 0.680914 -1.65 -0.54 -1.56 -0.0101
H 1.791570 -1.553907 1.813839 1.07 -0.10 -0.56 -0.0015
```
Positions in Å, forces in eV/Å.

## Properties
SMILES string	O.O.O.O.O.O.O.O.O
energy relative to the best compared isomer or geometry (same formula, charge and spin)	6.701	eV
HOMO level	-0.35008	Ha
charge	0
LUMO level	-0.50	eV

***

This record from the OMol25 dataset describes 9 unconnected molecules or ions with the total composition H18O9 at a distorted geometry. The level of theory is ωB97M-V with the def2-TZVPD basis set.

```
27
Properties=species:S:1:pos:R:3:forces:R:3:lowdin_charge:R:1
O -3.994492 -0.630998 0.397486 -2.43 2.41 1.21 -0.0160
H 3.675521 -1.636574 0.090740 -0.70 -0.58 -1.00 0.0837
H -3.517718 -1.326162 0.075404 2.77 -2.80 -1.15 -0.0211
O 1.142680 -3.681937 -0.768416 -0.99 -0.34 0.35 -0.0790
H -4.838177 -0.836666 -0.013205 -0.53 0.43 0.25 0.0504
H 2.413156 3.129159 -1.708366 -0.39 -1.15 -0.15 0.0170
H 0.552970 -2.923782 -0.603413 0.52 -0.27 -0.07 0.0265
H 3.206370 -2.998707 0.154363 0.42 -2.99 2.08 -0.0275
H 0.154922 0.987703 3.222585 0.99 0.30 -0.32 0.0670
H -3.209185 -0.552869 -2.263442 1.08 1.53 1.19 0.1110
H -2.901321 0.670502 -1.264276 -0.42 -0.38 0.25 0.0504
H -0.028323 -0.549777 1.343265 1.36 -1.20 -0.94 0.0446
O 0.896383 0.701558 2.653843 1.82 0.66 2.26 -0.1173
H -1.644878 2.288617 1.435241 0.08 0.17 -0.10 0.0495
H -0.508586 -0.025407 -1.620544 0.06 -0.26 -0.40 0.0320
H 3.587400 4.050215 -1.856206 1.94 0.01 -0.62 0.0010
O -2.474913 0.005242 -1.808943 -6.01 -4.18 -3.07 -0.1582
H 1.742351 -3.639440 -0.011695 -0.81 -0.08 -0.45 0.0070
H 1.291329 -0.146801 1.020903 2.24 2.57 0.30 -0.0318
H 1.655410 1.321562 2.804205 -1.36 -0.66 0.04 0.0981
O 2.702245 4.015192 -1.586686 -1.59 1.12 0.79 -0.0204
O -0.787743 0.846017 -1.376466 3.99 4.34 0.74 -0.1173
H -0.975405 0.922500 1.661150 0.42 2.86 -0.27 0.0690
H -1.286064 1.268012 -2.121405 1.55 -1.08 1.00 0.0722
O -0.787785 1.929585 1.702322 -2.00 -1.92 -0.33 -0.0968
O 3.151626 -2.306438 -0.425387 1.69 4.32 -0.93 -0.0427
O 0.782217 -0.880304 0.866955 -3.72 -2.85 -0.65 -0.0513
```
Positions in Å, forces in eV/Å.

## Properties
SMILES string	O.O.O.O.O.O.O.O.O
energy relative to the best compared isomer or geometry (same formula, charge and spin)	6.728	eV
HOMO level	-0.34654	Ha
charge	0
LUMO level	0.13	eV

***

| no. | total energy (eV) |
| --- | --- |
| 1 | -18716.8603 |
| 2 | -18718.9924 |
| 3 | -18715.4341 |
| 4 | -18715.4076 |